1.
{
  "formula": "C21H21IrN4O6SSi",
  "method": "ωB97M-V/def2-TZVPD",
  "homo_energy_ev": -7.42,
  "total_charge": 0,
  "spin_multiplicity": 1,
  "elements": ["Ir", "S", "C", "C", "C", "C", "C", "C", "C", "C", "C", "N", "H", "H", "H", "H", "H", "H", "C", "C", "N", "H", "H", "H", "C", "Si", "C", "C", "H", "H", "H", "H", "H", "H", "H", "H", "H", "O", "C", "O", "C", "C", "C", "C", "C", "C", "N", "O", "O", "N", "O", "O", "H", "H", "H"],
  "xyz": [[-0.07110, 0.29738, -0.05577], [1.69391, 0.10870, 4.15112], [0.02692, 0.39981, 4.41235], [-0.67295, 0.51584, 3.24579], [0.13272, 0.37324, 2.07795], [1.43663, 0.14551, 2.44149], [2.43945, -0.02426, 1.42073], [3.80856, -0.16532, 1.65660], [4.68136, -0.27601, 0.59890], [4.17912, -0.24912, -0.69744], [2.82056, -0.11626, -0.87338], [1.95747, -0.00951, 0.14832], [-0.34948, 0.46910, 5.42151], [-1.73892, 0.70424, 3.23014], [4.16376, -0.17082, 2.67804], [5.74382, -0.37728, 0.77745], [4.82183, -0.32870, -1.56178], [2.38331, -0.10084, -1.85813], [-1.54615, -3.95983, 0.22562], [-0.91864, -2.65294, 0.11388], [-0.42212, -1.62626, 0.03455], [-2.38178, -3.89628, 0.92084], [-0.82472, -4.68374, 0.60024], [-1.90961, -4.28242, -0.74849], [0.30411, -1.44634, -3.24795], [-0.22407, 0.21583, -2.48688], [-2.01508, 0.44762, -3.06697], [0.76468, 1.56473, -3.38548], [0.32892, -1.40635, -4.34026], [-0.41214, -2.22513, -2.96790], [1.28766, -1.78276, -2.90843], [-2.09774, 0.34683, -4.15284], [-2.40446, 1.43406, -2.79971], [-2.67345, -0.29244, -2.60515], [0.57184, 1.53988, -4.46171], [1.84529, 1.48071, -3.24731], [0.47320, 2.55057, -3.01421], [-0.36136, 2.35334, -0.22061], [-1.60902, 2.20200, -0.06478], [-2.04679, 1.01900, 0.02930], [-2.51706, 3.36804, 0.00931], [-2.09877, 4.60152, -0.47230], [-2.97296, 5.66730, -0.39130], [-4.23564, 5.56371, 0.15891], [-4.60600, 4.31991, 0.63167], [-3.78041, 3.21527, 0.56470], [-5.94833, 4.16899, 1.23395], [-6.66599, 5.14581, 1.24621], [-6.23945, 3.07850, 1.67681], [-2.54283, 6.98213, -0.91518], [-3.31770, 7.90720, -0.79824], [-1.44162, 7.04711, -1.41643], [-1.11248, 4.72515, -0.89518], [-4.89929, 6.41197, 0.21582], [-4.10986, 2.25466, 0.93202]],
  "forces_ev_per_a": [[-0.08, -0.43, 0.08], [-0.03, 0.02, 0.04], [0.05, -0.01, 0.00], [-0.02, 0.04, -0.01], [0.05, 0.00, -0.10], [-0.05, 0.00, -0.06], [-0.01, 0.03, 0.01], [-0.01, -0.02, 0.01], [0.00, 0.00, 0.00], [0.01, -0.01, -0.01], [-0.04, -0.08, 0.05], [0.09, 0.12, -0.11], [0.00, 0.00, 0.00], [0.00, -0.01, 0.00], [0.00, 0.00, 0.00], [0.00, 0.00, -0.01], [0.01, 0.00, 0.01], [0.01, 0.02, -0.01], [0.01, 0.02, 0.00], [0.25, -0.14, 0.02], [-0.25, -0.06, 0.00], [-0.01, -0.02, -0.01], [0.00, 0.00, 0.00], [0.00, 0.00, 0.00], [0.00, -0.03, 0.02], [-0.02, -0.06, 0.01], [0.03, 0.04, -0.01], [-0.01, 0.00, 0.02], [-0.02, 0.03, 0.00], [0.01, 0.00, 0.00], [0.00, 0.00, -0.01], [0.02, 0.00, 0.00], [0.00, 0.00, 0.00], [0.00, 0.00, 0.00], [-0.02, -0.01, 0.00], [0.00, 0.01, 0.00], [0.00, 0.00, -0.01], [-0.01, 0.42, 0.12], [0.05, 0.01, -0.04], [0.03, 0.12, 0.02], [-0.04, 0.02, -0.02], [0.01, -0.02, 0.07], [-0.01, 0.04, -0.03], [0.04, -0.06, -0.01], [-0.05, 0.01, 0.02], [0.01, 0.00, -0.08], [0.00, 0.00, 0.01], [0.01, -0.01, 0.00], [0.00, 0.00, -0.01], [0.03, 0.02, 0.08], [-0.01, -0.01, -0.03], [-0.01, -0.01, -0.02], [-0.01, 0.00, -0.01], [0.00, 0.00, 0.00], [0.00, 0.00, 0.01]],
  "nbo_charge": [0.8307, 0.3992, -0.3918, -0.2953, -0.2858, -0.3545, 0.2291, -0.2438, -0.1409, -0.2707, 0.0724, -0.4089, 0.2336, 0.2183, 0.2283, 0.2230, 0.2286, 0.2240, -0.7133, 0.4143, -0.3080, 0.2651, 0.2635, 0.2625, -1.1038, 1.1366, -1.0984, -1.1030, 0.2265, 0.2169, 0.2166, 0.2230, 0.2203, 0.2258, 0.2242, 0.2168, 0.2331, -0.6139, 0.7340, -0.6144, -0.0728, -0.1342, 0.0122, -0.1530, 0.0211, -0.1474, 0.5331, -0.3617, -0.3637, 0.5334, -0.3632, -0.3595, 0.2750, 0.2862, 0.2745]
}


2.
{
  "formula": "C14H29N5OS5W",
  "method": "ωB97M-V/def2-TZVPD",
  "homo_energy_ev": [-20.72, -21.16],
  "total_charge": 4,
  "spin_multiplicity": 3,
  "elements": ["W", "C", "C", "S", "C", "C", "S", "C", "C", "S", "H", "H", "H", "H", "H", "H", "H", "H", "H", "H", "H", "H", "C", "N", "C", "N", "O", "H", "H", "H", "H", "H", "H", "C", "N", "C", "S", "N", "C", "H", "H", "H", "H", "H", "H", "H", "H", "S", "C", "C", "N", "C", "H", "H", "H"],
  "xyz": [[-0.39388, -0.26846, -0.17977], [-1.73332, -2.62511, 2.15076], [-0.39363, -3.17595, 1.69584], [0.85604, -1.95080, 1.21299], [1.27691, -1.00047, 2.70771], [0.22006, -0.04915, 3.24615], [-0.44152, 1.05450, 1.95044], [-2.17515, 1.26569, 2.39032], [-2.93598, -0.05268, 2.42930], [-2.36692, -1.21576, 1.14682], [-1.70098, -2.27835, 3.18057], [-2.49118, -3.40791, 2.09541], [-0.49741, -3.80802, 0.81407], [0.04312, -3.80592, 2.47414], [2.19004, -0.47072, 2.43164], [1.55942, -1.72477, 3.47519], [0.65992, 0.58556, 4.01751], [-0.61776, -0.57504, 3.69674], [-2.56300, 1.93635, 1.62315], [-2.22462, 1.79038, 3.34686], [-4.00024, 0.11505, 2.26090], [-2.84154, -0.56852, 3.38351], [1.69754, -0.57858, -2.69894], [2.74670, 0.01889, -1.89565], [2.53453, 0.69038, -0.77863], [3.51758, 1.30246, -0.13854], [1.33529, 0.79469, -0.25524], [1.89179, -1.63135, -2.88686], [1.51413, -0.03572, -3.62540], [0.77045, -0.49536, -2.10624], [3.69234, -0.01847, -2.25883], [4.46377, 1.34487, -0.49332], [3.31266, 1.82493, 0.69733], [-1.86758, 5.13646, -2.79638], [-1.88948, 3.69914, -2.40127], [-1.11958, 3.01579, -1.58508], [-1.73250, 1.34264, -1.34519], [-0.03885, 3.45322, -0.96989], [0.60557, 4.78784, -1.04505], [-2.84455, 5.33491, -3.22579], [-1.09529, 5.31149, -3.53912], [-1.74137, 5.75958, -1.91832], [-2.63438, 3.16294, -2.82396], [0.38978, 2.79382, -0.34482], [0.71609, 5.09883, -2.07787], [1.59502, 4.67472, -0.61204], [0.04482, 5.51745, -0.46846], [-2.61088, -3.18009, -3.03109], [-1.06931, -3.79767, -2.62544], [-0.43804, -2.96639, -1.76792], [-1.17164, -1.82223, -1.44443], [-2.34487, -1.83625, -2.08864], [-0.71026, -4.73146, -3.03371], [0.55306, -3.10851, -1.36413], [-3.08693, -1.05518, -1.99969]],
  "forces_ev_per_a": [[-0.63, 0.23, 0.69], [0.00, 0.02, 0.06], [-0.06, -0.02, -0.02], [0.12, -0.10, 0.04], [0.05, 0.01, 0.10], [-0.07, -0.11, 0.04], [0.27, 0.14, 0.03], [-0.05, -0.05, -0.06], [0.00, 0.04, 0.02], [-0.15, -0.17, -0.16], [0.02, -0.04, 0.01], [0.00, 0.01, -0.02], [0.01, 0.01, -0.03], [0.00, 0.03, 0.02], [0.00, -0.01, -0.01], [0.00, 0.02, 0.01], [0.00, 0.03, -0.02], [0.02, -0.01, 0.01], [-0.01, 0.00, 0.01], [0.01, -0.03, 0.01], [0.01, 0.02, -0.03], [-0.01, 0.04, 0.02], [-0.27, 0.14, 0.28], [0.04, -0.01, -0.08], [0.02, 0.16, 0.26], [-0.05, -0.02, -0.07], [0.25, -0.22, -0.41], [0.06, 0.03, -0.06], [0.16, -0.02, -0.03], [0.10, -0.15, -0.52], [-0.01, 0.01, -0.02], [0.01, -0.02, -0.01], [0.05, 0.02, 0.06], [-0.06, -0.34, 0.15], [0.08, 0.02, 0.03], [-0.22, 0.15, -0.17], [0.22, 0.10, -0.03], [-0.07, 0.00, 0.02], [-0.05, -0.24, 0.00], [0.04, 0.09, -0.05], [-0.01, 0.07, -0.02], [0.03, 0.06, -0.04], [-0.05, 0.03, -0.02], [0.04, -0.03, 0.05], [-0.01, 0.05, 0.00], [0.01, 0.07, 0.00], [0.03, 0.06, -0.01], [0.00, -0.07, -0.20], [0.06, -0.03, 0.10], [-0.10, 0.02, -0.04], [0.25, -0.10, -0.14], [-0.08, 0.14, 0.20], [0.00, -0.01, 0.02], [0.00, -0.04, 0.01], [0.03, 0.01, 0.04]],
  "nbo_charge": [0.9967, -0.5175, -0.5465, 0.3955, -0.5414, -0.5393, 0.4910, -0.5471, -0.5371, 0.4430, 0.2485, 0.2997, 0.2705, 0.3036, 0.2649, 0.3028, 0.3023, 0.2430, 0.2747, 0.3055, 0.3050, 0.2652, -0.3340, -0.5517, 0.8034, -0.7390, -0.7600, 0.2520, 0.2642, 0.1333, 0.4555, 0.4532, 0.4382, -0.4251, -0.5104, 0.4277, -0.0877, -0.5505, -0.4225, 0.2652, 0.2410, 0.2341, 0.4385, 0.4136, 0.2421, 0.2362, 0.2428, 0.7546, -0.3899, -0.0764, -0.6112, -0.1492, 0.3147, 0.2419, 0.2725]
}


Record order is preserved below.
Maximum force: 0.45; 0.96 eV/A
Record order is preserved below.
ΔE to the lowest compared entry with this formula, charge and spin: 0.0; 0.0 kcal per mole